(1)
Molecular formula: C35H30CdCl2N8O9Si
Method: DFT, ωB97M-V/def2-TZVPD

Summary:
Relative energy (zero: lowest compared OMol25 entry of this formula, charge and spin): 3.5757 eV
Net charge: -2
Orbital gap: 5.4 eV
F_max: 0.012 Eh/bohr
LUMO energy: 3.898 eV

```
86
C35H30CdCl2N8O9Si ωB97M-V/def2-TZVPD
H -5.161 -1.881 -0.690
C 0.013 -0.001 -3.862
C -1.472 -0.641 -5.624
C -2.372 -3.237 -1.307
O -2.264 -2.607 -7.335
H 4.885 -4.069 0.358
C -1.445 2.287 2.482
C -0.020 -2.287 -4.593
N 0.658 2.555 3.087
H -0.535 3.280 5.634
H 1.487 2.539 3.651
C -0.964 -1.921 -5.544
C 1.233 -1.289 2.954
H -5.592 2.273 -4.180
H 1.877 -2.382 6.151
C -1.171 3.012 4.798
H 2.354 0.994 1.488
H -3.442 1.920 1.782
O 0.818 -1.568 -1.438
H -3.015 -4.657 1.460
C -3.368 2.604 3.839
O 2.525 -2.028 -2.839
H -3.011 3.240 5.865
O 0.762 0.933 -3.151
C -2.553 2.982 4.917
Cd -0.422 -0.217 -0.027
H -4.443 2.571 3.979
C -2.173 2.291 -3.754
C 3.371 -2.526 0.328
H -2.917 -3.323 2.639
Si -2.927 -2.455 0.303
H -5.430 0.487 -2.412
N 2.490 -1.817 0.990
C -2.546 -3.686 1.670
O -2.009 1.987 -6.120
C 1.037 2.327 -1.270
Cl 3.949 -4.154 5.390
H 0.217 2.925 -4.121
H -2.773 -4.249 -1.454
C -4.809 -2.302 0.263
H -2.193 -0.353 -6.374
H -1.462 -3.840 1.766
C 0.441 -1.319 -3.727
C 1.175 -1.435 4.355
O 0.432 -0.570 2.291
H 1.920 2.765 -1.735
C 2.957 -3.048 4.446
H 2.045 0.584 -0.702
C -1.025 0.339 -4.743
H -1.275 -3.290 -1.324
C 4.190 -3.488 0.954
C -3.371 0.713 -2.129
N -0.648 1.968 1.390
C 3.142 -2.939 3.046
C 1.787 1.766 0.976
C -0.643 2.653 3.565
H -3.289 0.022 -1.292
N -1.101 1.311 -1.841
C 2.329 -2.028 2.321
C -3.540 2.683 -4.190
H 2.416 2.657 0.879
H -3.579 3.422 -4.976
C -4.527 1.002 -2.726
C 0.576 2.102 1.802
C -2.163 1.410 -2.542
O -0.949 -4.050 -6.458
H 3.424 -2.366 -0.746
Cl -0.031 -0.517 5.226
N -1.437 -2.933 -6.504
N 1.376 1.250 -0.325
C -2.828 2.250 2.614
H 0.511 3.105 -0.722
H -5.136 -1.631 1.070
N -1.496 1.664 -4.886
H -2.675 -2.620 -2.164
H -5.302 -3.275 0.405
O -1.464 3.495 -3.370
O -2.274 -1.007 0.531
C -4.620 2.035 -3.761
H 4.705 -4.410 2.812
H 0.338 -3.304 -4.528
N -0.112 3.157 -3.193
C 0.084 1.927 -2.385
C 4.088 -3.680 2.302
C 2.005 -2.300 5.079
C 1.371 -1.662 -2.581
```



(2)
Molecular formula: C35H30ClN6O3S2Tl
Method: DFT, ωB97M-V/def2-TZVPD

Summary:
Net charge: +2
Orbital gap: 4.5 eV
F_max: 0.026 Eh/bohr
LUMO energy: -7.581 eV

```
78
C35H30ClN6O3S2Tl ωB97M-V/def2-TZVPD
C -2.821 4.969 2.530
C 1.069 1.555 -4.555
N 0.187 -1.723 2.078
O 4.578 -4.939 4.490
H -2.624 -4.534 -3.312
C 0.610 2.758 -5.372
N 3.448 -4.527 4.552
C -5.529 0.231 -0.400
H -0.165 -4.132 -3.187
C 1.066 4.007 -4.622
C -3.075 -2.908 -1.991
C 4.744 -1.970 0.609
H -7.963 2.904 0.962
H 1.033 2.727 -6.376
C -1.203 3.320 3.185
C -0.858 -3.515 -2.638
H -5.812 2.496 2.101
H -1.763 -1.609 2.639
Cl -0.628 2.209 4.349
H -0.415 3.774 -3.044
H 1.130 2.180 2.380
C -2.310 4.096 3.477
N -4.656 -0.744 -0.900
H 1.167 2.991 0.727
C -7.278 2.170 0.567
C -0.398 -2.484 -1.831
C -7.599 1.450 -0.572
S -3.714 0.600 1.632
H 5.020 -3.611 2.754
H -2.652 5.738 0.531
C 0.666 3.783 -3.178
C -0.805 -2.053 2.872
N 2.147 -1.012 0.348
C -6.073 1.940 1.215
N -1.208 -1.690 -1.153
H 5.134 -0.801 -1.146
H -1.477 -3.174 4.581
H 2.048 1.204 -4.877
C 1.688 -3.121 3.352
C -2.224 -3.734 -2.709
O 2.647 -4.812 5.408
C -3.388 -0.946 -0.459
C -2.232 5.071 1.266
H -2.772 4.014 4.449
C -6.722 0.491 -1.060
H -0.658 4.389 -0.001
C -1.125 4.325 0.969
H 5.749 -2.347 0.719
C 3.089 -0.666 -0.503
H -4.960 -1.198 -1.748
C 0.612 2.736 1.615
C -0.641 -2.923 3.948
H -0.478 2.762 -5.461
Tl -0.198 0.257 0.346
C 3.752 -2.357 1.529
C -5.213 0.965 0.746
C 1.408 -2.234 2.278
H -6.968 -0.070 -1.950
H 2.781 0.009 -1.291
H -4.137 -3.098 -2.008
H -3.684 5.569 2.775
C 4.406 -1.122 -0.419
H 2.150 4.118 -4.691
H 1.121 4.493 -2.491
H 0.363 0.729 -4.566
H -8.530 1.628 -1.084
H 0.610 4.910 -5.028
C 3.037 -3.604 3.486
H 0.751 -4.106 5.038
C 0.606 -3.448 4.195
C 2.446 -1.848 1.354
C -2.528 -1.872 -1.232
C -0.549 3.437 1.921
S 1.266 2.082 -2.792
H 0.659 -2.284 -1.720
O 0.166 1.416 -2.020
C 4.016 -3.229 2.616
N -2.888 -0.403 0.598
```



(3)
Molecular formula: C35H30GeN3O6Ta
Method: DFT, ωB97M-V/def2-TZVPD

Summary:
Relative energy (zero: lowest compared OMol25 entry of this formula, charge and spin): 1.1313 eV
Net charge: 0
Orbital gap: 6.9 eV
F_max: 0.022 Eh/bohr
LUMO energy: -1.022 eV

```
76
C35H30GeN3O6Ta ωB97M-V/def2-TZVPD
C -2.621 1.934 -1.302
C -3.640 0.931 -3.262
C -4.862 0.864 -2.607
C 1.214 3.142 -2.452
H 2.801 3.529 -3.844
O 6.124 -6.070 -2.487
H -5.915 1.272 -0.784
O 0.103 -7.003 -1.496
H 1.657 2.221 -2.089
H -3.487 -3.375 0.001
C 3.951 -5.690 -1.827
H -3.964 2.181 0.365
H 2.969 -0.488 2.916
H 1.148 -3.460 -0.468
O 2.576 -1.398 -0.320
C -0.552 4.760 -2.397
C -1.578 -3.005 2.770
H -3.141 3.813 1.404
H 1.126 3.867 1.004
H 2.465 -7.243 -1.967
O -0.479 -5.177 -0.516
O 4.725 -7.701 -2.638
C 0.320 4.923 2.679
C 1.859 3.878 -3.439
C -2.535 1.461 -2.613
C 4.256 -4.390 -1.479
H -1.521 -3.331 3.803
C -3.854 1.852 -0.659
C -2.159 4.106 1.748
C 2.683 -6.223 -1.694
H -3.549 0.573 -4.280
C 2.182 0.149 3.325
H -2.969 5.179 3.420
N 5.023 -6.559 -2.359
C -2.599 -3.462 1.949
H -1.496 5.116 -1.997
H -1.840 -1.776 -0.885
C -2.068 4.886 2.896
C -1.743 -2.133 0.134
C 1.959 -4.068 -0.845
C 1.296 5.056 -3.904
Ge -0.928 2.553 -0.530
C -0.689 -1.679 0.928
C -1.019 3.715 1.052
H 1.797 5.631 -4.673
H 5.262 -4.009 -1.579
H -0.200 0.640 4.358
H -0.356 6.418 -3.742
C 0.079 1.018 -0.006
H -5.729 0.453 -3.110
H 1.421 -2.240 2.914
C 1.710 -5.384 -1.191
C 3.605 -2.156 -0.605
C 0.087 5.498 -3.381
C -0.174 0.695 3.264
H 2.170 0.035 4.413
C -0.829 5.293 3.367
H 0.050 1.707 2.938
O 4.756 -1.848 -0.414
C -0.633 -2.127 2.260
C 0.220 4.144 1.536
H -1.134 0.401 2.851
C 3.245 -3.570 -0.992
H 1.292 5.249 3.029
C 0.003 3.572 -1.919
N 0.873 -0.225 2.756
H -1.588 1.513 -3.141
C -4.966 1.325 -1.305
Ta 0.999 -0.421 0.528
H -3.335 -4.154 2.338
H 2.394 1.189 3.081
N 0.344 -5.919 -1.010
C -2.682 -3.025 0.635
H -0.758 5.903 4.258
H 0.324 -1.703 4.183
C 0.526 -1.637 3.109
```